[1]
ORCA calculation (ωB97M-V/def2-TZVPD) on an isolated molecule of C6H14O.

Properties
LUMO	0.97	eV
HOMO level	-10.25	eV
energy relative to the best compared isomer or geometry (same formula, charge and spin)	11.0	kJ/mol

ORCA input file:
```
! wB97M-V def2-TZVPD RIJCOSX def2/J DEFGRID3
* xyz 0 1
C -1.578 -0.694 -1.091
C -1.128 -0.317 0.321
C -2.234 0.452 1.046
C 0.168 0.505 0.319
C 1.378 -0.185 -0.299
C 2.637 0.670 -0.194
O 1.547 -1.418 0.390
H -2.531 -1.235 -1.064
H -0.849 -1.339 -1.590
H -1.725 0.201 -1.710
H -0.929 -1.243 0.874
H -3.156 -0.138 1.101
H -2.473 1.387 0.524
H -1.940 0.708 2.071
H 0.423 0.767 1.355
H 0.000 1.448 -0.218
H 1.175 -0.379 -1.366
H 2.879 0.862 0.858
H 2.507 1.630 -0.705
H 3.494 0.164 -0.654
H 2.333 -1.848 0.030
*
```

***

[2]
ORCA calculation (ωB97M-V/def2-TZVPD) on a structure of composition C20H28AuN2O2SiTe.

Properties
LUMO (alpha / beta)	-2.52 / -5.42	eV
HOMO level (alpha / beta)	-11.24 / -11.25	eV

ORCA input file:
```
! wB97M-V def2-TZVPD RIJCOSX def2/J DEFGRID3
* xyz 1 3
Au 0.408 -1.235 0.127
N 2.482 -2.030 -0.026
C 3.046 -2.619 1.229
C 3.459 -1.540 2.217
C 2.309 -0.575 2.431
O 1.177 -1.062 2.610
O 2.561 0.666 2.271
H 2.393 -2.764 -0.720
H 3.138 -1.356 -0.413
H 3.915 -3.229 0.980
H 2.280 -3.261 1.658
H 4.334 -0.992 1.865
H 3.720 -2.012 3.165
C 2.349 1.891 -0.365
Te 0.707 1.477 0.921
C -0.107 3.133 -0.212
C 1.082 4.013 -0.501
C 0.992 5.387 -0.669
C 2.139 6.129 -0.918
C 3.375 5.501 -0.991
C 3.471 4.128 -0.815
C 2.325 3.384 -0.574
H 2.144 1.346 -1.291
H 3.254 1.515 0.102
H -0.907 3.631 0.331
H -0.524 2.676 -1.116
H 0.030 5.880 -0.599
H 2.069 7.202 -1.042
H 4.269 6.084 -1.170
H 4.437 3.640 -0.855
C -1.453 -3.303 2.053
Si -2.453 -1.902 1.383
C -4.239 -2.391 1.332
C -2.238 -0.363 2.395
N -1.668 -1.557 -0.215
C -2.152 -1.563 -1.461
C -1.276 -1.492 -2.592
C -1.763 -1.497 -3.872
C -3.142 -1.552 -4.101
C -4.029 -1.600 -3.023
C -3.559 -1.613 -1.735
H -1.898 -3.646 2.991
H -0.429 -2.982 2.266
H -1.427 -4.152 1.365
H -4.486 -2.732 2.342
H -4.440 -3.222 0.651
H -4.914 -1.566 1.096
H -2.954 -0.359 3.221
H -2.416 0.541 1.805
H -1.230 -0.330 2.817
H -0.209 -1.456 -2.406
H -1.080 -1.460 -4.710
H -3.523 -1.552 -5.113
H -5.095 -1.627 -3.203
H -4.256 -1.632 -0.914
*
```

***

[3]
ORCA calculation (ωB97M-V/def2-TZVPD) on a cluster of 2 separate species, C2H7NO3 in total.

Properties
LUMO	0.11	eV
HOMO level	-9.12	eV
energy relative to the best compared isomer or geometry (same formula, charge and spin)	374.6	kJ/mol

ORCA input file:
```
! wB97M-V def2-TZVPD RIJCOSX def2/J DEFGRID3
* xyz 0 1
C -0.943 -1.399 -0.386
N 0.021 -0.346 -0.565
C -0.225 0.825 -0.039
O 0.570 1.885 -0.370
O -1.513 1.214 0.184
H -0.472 -2.347 -0.635
H -1.348 -1.446 0.627
H -1.785 -1.192 -1.057
H 1.494 1.570 -0.268
H -1.518 2.141 0.453
O 2.054 -0.200 0.764
H 2.717 -0.774 0.358
H 0.950 0.069 0.934
*
```

***

[4]
ORCA calculation (ωB97M-V/def2-TZVPD) on a cluster of 2 separate species, C2H5IN2O2 in total.

Properties
LUMO	-0.29	eV
HOMO level	-9.02	eV
energy relative to the best compared isomer or geometry (same formula, charge and spin)	262.3	kJ/mol

ORCA input file:
```
! wB97M-V def2-TZVPD RIJCOSX def2/J DEFGRID3
* xyz 0 1
C 1.912 -1.040 0.180
C 0.579 -0.313 0.720
N 0.008 0.730 0.326
N -0.394 1.869 0.387
O -1.268 2.352 -0.299
H 2.326 -1.757 0.875
H 2.784 -0.372 0.171
H 1.746 -1.440 -0.788
H 0.193 -0.992 1.466
O -2.516 0.437 -1.647
I -3.530 -0.445 -0.232
H -1.841 0.971 -1.160
*
```

***

[5]
ORCA calculation (ωB97M-V/def2-TZVPD) on a cluster of 3 separate species, C2H11N2O2 in total.

Properties
LUMO (alpha / beta)	-10.98 / -15.00	eV
HOMO level (alpha / beta)	-17.84 / -17.82	eV
energy relative to the best compared isomer or geometry (same formula, charge and spin)	388.4	kJ/mol

ORCA input file:
```
! wB97M-V def2-TZVPD RIJCOSX def2/J DEFGRID3
* xyz 2 2
C -0.108 -1.065 -1.664
N 1.921 1.484 -0.197
C 0.707 0.949 -0.565
N 0.690 -0.425 -0.630
H 0.306 -0.742 -2.661
H -0.086 -2.144 -1.590
H -1.151 -0.756 -1.785
H 2.222 2.392 0.224
H 2.652 1.062 -0.591
H -0.130 1.556 -0.897
H 1.580 -0.942 -0.540
H -2.775 1.103 0.493
H -3.280 0.609 -0.968
O -2.662 0.371 -0.157
H 0.097 -0.538 3.522
H -0.190 -2.058 3.053
O 0.023 -1.154 2.770
*
```